(1)
This record from the OMol25 dataset describes C29H22InN9O3 as an isolated structure. The level of theory is ωB97M-V/def2-TZVPD.

Cartesian coordinates (Å):
1 In -0.05912 -0.38193 -0.52018
2 C -2.64441 0.82678 2.96770
3 C -2.01142 0.16359 1.78828
4 N -0.80416 0.38178 1.42487
5 N 0.01377 1.22165 2.11111
6 C 1.27586 1.04404 1.71023
7 O 1.66076 0.19013 0.85362
8 C 2.29535 1.92898 2.34246
9 C 3.63261 1.76337 1.99387
10 C 4.60440 2.58442 2.54597
11 C 4.24341 3.57742 3.44682
12 C 2.90935 3.74649 3.79548
13 C 1.93664 2.92537 3.24717
14 C -2.76425 -0.82803 0.97845
15 C -4.13178 -1.00249 1.12029
16 C -4.77482 -1.94387 0.33194
17 C -4.03716 -2.70330 -0.55884
18 C -2.67526 -2.47165 -0.63727
19 N -2.05663 -1.56550 0.11068
20 H -1.90056 1.42267 3.48587
21 H -3.45717 1.48129 2.64499
22 H -3.06081 0.08519 3.65179
23 H 3.89203 0.98875 1.28375
24 H 5.64351 2.45190 2.27176
25 H 5.00033 4.22174 3.87687
26 H 2.62717 4.52196 4.49624
27 H 0.89466 3.04649 3.51035
28 H -4.68766 -0.39663 1.82116
29 H -5.84659 -2.07643 0.40660
30 H -4.50742 -3.43861 -1.19621
31 H -2.05414 -3.02223 -1.33585
32 O 2.17170 -1.04856 -4.03422
33 C 1.51964 -0.61135 -3.09197
34 N 0.77714 -1.32438 -2.22937
35 C 0.90513 -2.76063 -2.28797
36 C 1.01264 -3.35210 -0.89696
37 C 1.39061 -4.67628 -0.69421
38 C 1.47613 -5.15839 0.59679
39 C 1.18216 -4.31396 1.66240
40 C 0.80768 -3.01834 1.38077
41 N 0.72305 -2.55665 0.12940
42 C 1.55942 0.88121 -2.80987
43 C 2.18835 1.73035 -3.70435
44 C 2.24618 3.08056 -3.40627
45 C 1.68332 3.53978 -2.22433
46 C 1.07339 2.62918 -1.38583
47 N 1.01674 1.32953 -1.67590
48 H 1.78721 -3.03181 -2.87054
49 H 0.04924 -3.22014 -2.79832
50 H 1.62622 -5.30291 -1.54557
51 H 1.77903 -6.18203 0.77811
52 H 1.24921 -4.65489 2.68589
53 H 0.57068 -2.30952 2.16596
54 H 2.61378 1.30652 -4.60183
55 H 2.72596 3.77011 -4.08903
56 H 1.70859 4.58728 -1.95988
57 H 0.60763 2.93887 -0.45812
58 O -1.65304 0.84187 -1.50811
59 N -2.79619 0.31148 -1.78076
60 C -3.65731 1.10784 -2.34244
61 C -4.95874 0.55525 -2.61127
62 N -5.99482 0.09710 -2.81168
63 C -3.38253 2.48506 -2.65147
64 N -3.16466 3.58658 -2.89902

Computed properties:
relative energy (zero: lowest compared OMol25 entry of this formula, charge and spin): 4.9 kJ/mol
charge: 0
M: 659.37 g mol⁻¹
E: -2027.00066 hartree
HOMO: -8.504 eV
HOMO-LUMO gap: 7.846 eV
spin multiplicity: 1

Mulliken atomic charge list, values in e, 2 entries:
1. In 2.2924
2. C -2.0008

(2)
This record from the OMol25 dataset describes C16H32KO8S4 as an isolated structure. The level of theory is ωB97M-V/def2-TZVPD.

Cartesian coordinates (Å):
1 K -2.75443 23.34211 20.49612
2 C -1.84538 20.58446 25.56399
3 C -0.43197 20.83402 24.97153
4 C -0.36718 20.04926 23.69474
5 S -2.04160 20.16853 23.00300
6 O -2.50936 18.81994 22.84983
7 O -2.03012 21.09644 21.84207
8 C -2.82600 20.96590 24.49933
9 H -1.94422 21.17569 26.47436
10 H -2.02890 19.57019 25.91850
11 H 0.20525 20.72269 25.84882
12 H -0.19589 21.86250 24.69842
13 H -0.21058 18.98493 23.87015
14 H 0.35133 20.29969 22.91427
15 H -3.89032 20.75201 24.59725
16 H -2.68799 22.03455 24.33488
17 C -4.99380 19.51732 18.44101
18 C -5.10581 19.76524 16.94840
19 C -3.85024 20.51488 16.32167
20 S -2.58028 20.53247 17.70517
21 O -2.49236 21.86914 18.26552
22 O -1.41190 19.77661 17.30765
23 C -3.55107 19.42143 18.86765
24 H -5.53167 18.59755 18.67086
25 H -5.56988 20.31160 18.91569
26 H -6.07626 20.24422 16.81835
27 H -5.13886 18.83078 16.38822
28 H -3.94314 21.54636 15.98178
29 H -3.40089 19.95328 15.50264
30 H -3.33754 19.85472 19.84476
31 H -3.05847 18.45678 18.74565
32 C 2.11488 23.91317 19.32422
33 C 2.30684 22.35092 19.27858
34 C 1.51292 21.59085 20.31174
35 S 1.31605 22.88504 21.71015
36 O 1.93710 22.43260 22.96314
37 O -0.05818 23.40475 21.69533
38 C 2.30109 24.20422 20.86647
39 H 1.12627 24.19168 18.95924
40 H 2.81063 24.46354 18.69088
41 H 3.36988 22.11324 19.31802
42 H 1.81892 22.06603 18.34645
43 H 2.04674 20.71429 20.67886
44 H 0.48121 21.31426 20.09455
45 H 3.35005 24.18319 21.16202
46 H 1.92940 25.19335 21.13399
47 C 0.51380 28.74258 20.87171
48 C 0.50556 28.91733 19.36392
49 C -0.01346 27.59458 18.83593
50 S -1.54037 27.17808 19.83132
51 O -1.63643 25.74961 19.85024
52 O -2.66228 28.04732 19.39754
53 C -0.71679 27.85039 21.33728
54 H 0.48388 29.70982 21.37335
55 H 1.51035 28.50837 21.24607
56 H 1.46459 29.14657 18.89936
57 H -0.09934 29.78840 19.11206
58 H 0.58865 26.74202 19.15011
59 H -0.23183 27.45884 17.77670
60 H -0.31705 26.99807 21.88670
61 H -1.41520 28.36503 21.99718

Computed properties:
relative energy (zero: lowest compared OMol25 entry of this formula, charge and spin): 182.9 kJ/mol
charge: +1
M: 519.79 g mol⁻¹
E: -3423.22519 hartree
HOMO: -12.712 eV
HOMO-LUMO gap: 10.306 eV
spin multiplicity: 1

Mulliken atomic charge list, values in e, 2 entries:
1. K 1.0813
2. C -0.7461